A 2-piece molecular cluster, CH4OS overall. Source: OMol25; level of theory: ωB97M-V/def2-TZVPD.

Bonds (Å) are listed after each position.
CARTESIAN COORDINATES (ANGSTROEM)
1 S -1.570 0.548 -1.384  H2 1.337, H3 1.340
2 H -1.268 0.501 -2.685  S1 1.337
3 H -2.813 0.107 -1.623  S1 1.340
4 O 1.402 0.901 1.443  C5 1.194
5 C 1.421 -0.292 1.395  O4 1.194, H6 1.100, H7 1.103
6 H 0.624 -0.897 0.937  C5 1.100
7 H 2.203 -0.868 1.917  C5 1.103

HOMO energy, eV: -9.8
Energy relative to the best compared isomer or geometry (same formula, charge and spin), kcal per mole: 7.3
Total charge: 0
SMILES: C=O.S

Atomic partial charges in e from the natural (NBO) method, atoms 1 to 5: number 1, S, carries -0.283; number 2, H, carries 0.142; number 3, H, carries 0.141; number 4, O, carries -0.489; number 5, C, carries 0.280